Below is a structure of composition C36H51N7O4SSbSi3Ti, with properties calculated with ωB97M-V/def2-TZVPD.

Properties
molar mass	931.8	u
Kohn-Sham gap	5.91	eV
energy	-120897.58475	eV
net charge	+1
E_HOMO	-9.28	eV
F_max	2.2	eV Å⁻¹

```
104
C36H51N7O4SSbSi3Ti | the Open Molecules 2025 dataset | ωB97M-V/def2-TZVPD
Ti 0.098 0.129 -0.752
C 2.061 -0.709 3.630
Sb 1.320 0.795 2.178
C 1.764 -0.499 0.370
C 1.340 -1.865 0.514
C 2.076 -2.929 1.077
C 1.512 -4.179 1.156
C 0.219 -4.377 0.672
C -0.432 -3.300 0.103
N 0.102 -2.089 0.013
Si 3.647 -0.197 0.251
C 3.869 1.635 -0.255
C 4.390 -1.484 -0.988
C 4.798 -0.374 1.781
C -0.852 0.850 2.834
C -1.815 0.570 1.771
C -3.172 0.872 2.017
C -4.170 0.337 1.245
C -3.813 -0.503 0.187
C -2.471 -0.625 -0.105
N -1.488 -0.079 0.633
Si -1.032 2.692 3.506
C -1.557 3.853 2.091
C 0.635 3.280 4.225
C -2.296 2.907 4.929
Si -1.275 -0.494 4.199
C -0.963 -2.213 3.408
C -0.312 -0.176 5.816
C -3.117 -0.601 4.714
H 2.783 -1.346 3.142
H 1.298 -1.327 4.073
H 2.573 -0.176 4.424
H 3.077 -2.752 1.436
H 2.067 -4.999 1.588
H -0.259 -5.340 0.745
H -1.434 -3.417 -0.297
H 2.943 2.063 -0.637
H 4.644 1.768 -1.003
H 4.145 2.224 0.616
H 4.051 -1.369 -2.011
H 4.153 -2.498 -0.680
H 5.471 -1.403 -1.004
H 4.477 0.279 2.589
H 5.804 -0.072 1.503
H 4.873 -1.386 2.169
H -3.410 1.506 2.853
H -5.207 0.552 1.459
H -4.562 -0.996 -0.415
H -2.161 -1.185 -0.984
H -0.744 3.996 1.386
H -1.830 4.826 2.484
H -2.408 3.475 1.531
H 1.293 3.621 3.430
H 1.146 2.486 4.761
H 0.488 4.105 4.912
H -3.330 2.825 4.613
H -2.175 3.904 5.337
H -2.133 2.209 5.740
H -0.255 -2.161 2.588
H -1.890 -2.628 3.016
H -0.578 -2.930 4.127
H 0.600 0.384 5.664
H -0.048 -1.114 6.293
H -0.923 0.372 6.523
H -3.753 -0.938 3.901
H -3.515 0.334 5.090
H -3.208 -1.332 5.513
C -1.740 -4.069 -4.406
O -1.634 -2.885 -3.629
C -0.470 -2.399 -3.198
O -0.484 -1.378 -2.536
N 0.669 -3.061 -3.503
N 1.879 -2.550 -3.015
H -2.811 -4.214 -4.536
H -1.320 -4.930 -3.881
H -1.274 -3.956 -5.388
H 0.659 -3.928 -4.028
H 2.532 -2.378 -3.777
H 2.305 -3.175 -2.333
O -0.189 3.257 -7.935
N 0.462 2.501 -7.245
O 1.475 1.931 -7.607
C -0.038 2.233 -5.919
C -1.369 2.464 -5.698
C -1.965 2.175 -4.451
C -3.327 2.415 -4.192
C -3.793 2.200 -2.919
C -2.914 1.711 -1.947
N -1.671 1.341 -2.190
C -1.182 1.595 -3.418
C 0.210 1.334 -3.646
N 0.918 0.784 -2.632
C 2.222 0.634 -2.810
C 2.906 1.096 -3.929
C 2.204 1.634 -4.982
C 0.807 1.717 -4.880
H -1.970 2.889 -6.488
H -3.968 2.782 -4.981
H -4.821 2.389 -2.653
H -3.245 1.621 -0.922
H 2.757 0.154 -2.011
H 3.981 1.036 -3.965
H 2.716 1.984 -5.863
S 0.351 2.261 -0.183
```


Below is a structure of composition C49H34FeN3O2P, with properties calculated with ωB97M-V/def2-TZVPD.

Properties
molar mass	783.6	u
Kohn-Sham gap (spin up / spin down)	6.08 / 5.99	eV
energy	-103607.82338	eV
net charge	-1
E_HOMO (spin up / spin down)	-3.90 / -3.91	eV
multiplicity	2
relative energy (zero: lowest compared OMol25 entry of this formula, charge and spin)	19.67	kcal per mole
F_max	2.0	eV Å⁻¹

```
90
C49H34FeN3O2P | the Open Molecules 2025 dataset | ωB97M-V/def2-TZVPD
Fe -0.200 -0.230 0.619
O 4.152 0.502 6.001
C 3.701 -0.601 5.638
O 4.002 -1.759 5.980
C 2.596 -0.514 4.563
C 2.096 0.712 4.153
C 1.155 0.755 3.139
N 0.718 -0.341 2.527
C 1.133 -1.524 2.965
C 2.074 -1.656 3.973
C 0.455 -2.672 2.297
C 0.554 -3.975 2.762
C -0.205 -4.963 2.155
C -1.037 -4.620 1.104
C -1.047 -3.300 0.681
N -0.313 -2.347 1.262
C 0.559 2.017 2.622
C 0.720 3.236 3.268
C 0.158 4.368 2.704
C -0.564 4.242 1.529
C -0.702 2.980 0.973
N -0.149 1.890 1.505
H 2.495 1.599 4.625
H 2.449 -2.610 4.317
H 1.193 -4.205 3.601
H -0.150 -5.985 2.508
H -1.668 -5.348 0.614
H -1.667 -2.987 -0.150
H 1.275 3.293 4.193
H 0.277 5.332 3.182
H -1.023 5.096 1.049
H -1.273 2.831 0.068
C 4.813 1.999 2.284
C 4.028 2.859 1.532
C 3.108 2.355 0.615
C 2.966 0.982 0.444
C 3.753 0.125 1.220
C 4.675 0.624 2.123
P 1.713 0.191 -0.636
C 2.796 -0.612 -1.901
C 4.168 -0.425 -2.020
C 4.875 -1.030 -3.055
C 4.218 -1.821 -3.985
C 2.845 -2.010 -3.877
C 2.146 -1.414 -2.840
C 1.064 1.529 -1.713
C 1.857 2.402 -2.458
C 1.282 3.394 -3.233
C -0.108 3.501 -3.286
C -0.904 2.601 -2.601
C -0.329 1.590 -1.817
H 5.512 2.388 3.014
H 4.120 3.931 1.662
H 2.490 3.037 0.042
H 3.630 -0.949 1.118
H 5.269 -0.051 2.726
H 4.695 0.201 -1.310
H 5.944 -0.873 -3.135
H 4.773 -2.300 -4.782
H 2.320 -2.620 -4.602
H 1.072 -1.558 -2.758
H 2.937 2.308 -2.417
H 1.906 4.081 -3.789
H -0.567 4.283 -3.879
H -1.985 2.659 -2.659
C -1.145 0.645 -1.047
C -2.298 0.145 -1.223
C -3.493 -0.437 -1.389
C -3.600 -1.791 -1.942
C -4.822 -2.463 -2.052
C -4.895 -3.745 -2.583
C -3.752 -4.405 -3.013
C -2.526 -3.755 -2.899
C -2.451 -2.477 -2.374
C -4.693 0.399 -1.086
C -5.617 0.724 -2.083
C -6.673 1.587 -1.827
C -6.839 2.137 -0.561
C -5.937 1.812 0.442
C -4.874 0.957 0.179
H -5.728 -1.973 -1.715
H -5.859 -4.234 -2.657
H -3.813 -5.403 -3.427
H -1.620 -4.250 -3.230
H -1.494 -1.971 -2.304
H -5.484 0.304 -3.073
H -7.361 1.843 -2.624
H -7.657 2.818 -0.363
H -6.061 2.224 1.436
H -4.157 0.722 0.957
```